Below is a 12-piece molecular cluster, C80H172F9N9O9S3 overall in a non-equilibrium geometry, with properties calculated with ωB97M-V with the def2-TZVPD basis set.

Multiplicity ... 2
Total energy ... -6411.72329 a.u.
Net charge ... +7

Bonds (Å) are listed after each position.
Positions of all 282 atoms, in Å:
1 C 4.23718 -5.96542 2.79096  C2 1.486, H10 1.090, H11 1.090, H12 1.090
2 C 5.09726 -5.07512 1.96836  C1 1.486, C3 1.522, H13 1.090, H14 1.090
3 C 5.89934 -5.70414 0.83798  C2 1.522, N4 1.554, H15 1.090, H16 1.090
4 N 6.52704 -4.64952 -0.11453  C3 1.554, C5 1.532, C6 1.602, C9 1.532
5 C 7.13526 -5.34010 -1.33928  N4 1.532, H17 1.090, H18 1.090, H19 1.090
6 C 5.62458 -3.46933 -0.71281  N4 1.602, C7 1.556, H20 1.090, H21 1.090
7 C 6.04738 -2.28762 0.20619  C6 1.556, C8 1.499, H22 1.090, H23 1.090
8 C 7.05561 -2.68482 1.24167  C7 1.499, C9 1.551, H24 1.090, H25 1.090
9 C 7.69099 -3.93432 0.57809  N4 1.532, C8 1.551, H26 1.090, H27 1.090
10 H 3.72450 -5.48883 3.62650  C1 1.090
11 H 4.75800 -6.87526 3.08935  C1 1.090
12 H 3.42155 -6.39746 2.21113  C1 1.090
13 H 5.77584 -4.62815 2.69490  C2 1.090
14 H 4.51020 -4.23358 1.60056  C2 1.090
15 H 5.32495 -6.19923 0.05500  C3 1.090
16 H 6.63327 -6.43493 1.17767  C3 1.090
17 H 6.31002 -5.69121 -1.95879  C5 1.090
18 H 7.80384 -6.14085 -1.02323  C5 1.090
19 H 7.71417 -4.66486 -1.96938  C5 1.090
20 H 5.87834 -3.29718 -1.75878  C6 1.090
21 H 4.58318 -3.78051 -0.63065  C6 1.090
22 H 6.42503 -1.44023 -0.36601  C7 1.090
23 H 5.12270 -1.88281 0.61753  C7 1.090
24 H 7.80304 -1.92410 1.46697  C8 1.090
25 H 6.55663 -2.64934 2.21010  C8 1.090
26 H 8.37161 -3.57218 -0.19243  C9 1.090
27 H 8.22601 -4.58177 1.27283  C9 1.090
28 C 0.04260 3.02413 5.79807  C29 1.548, H37 1.090, H38 1.090, H39 1.090
29 C 1.13897 3.28683 6.85850  C28 1.548, C30 1.613, H40 1.090, H41 1.090
30 C 1.23751 4.84882 7.24869  C29 1.613, N31 1.557, H42 1.090, H43 1.090
31 N 2.50509 5.16570 8.09603  C30 1.557, C32 1.572, C33 1.535, C36 1.537
32 C 2.67536 4.09361 9.23346  N31 1.572, H44 1.090, H45 1.090, H46 1.090
33 C 2.36326 6.55577 8.73109  N31 1.535, C34 1.576, H47 1.090, H48 1.090
34 C 3.80995 6.98404 9.18668  C33 1.576, C35 1.565, H49 1.090, H50 1.090
35 C 4.69408 6.02978 8.31717  C34 1.565, C36 1.537, H51 1.090, H52 1.090
36 C 3.79042 5.35306 7.27408  N31 1.537, C35 1.537, H53 1.090, H54 1.090
37 H -0.87756 3.37893 6.26232  C28 1.090
38 H -0.23954 2.03231 5.44482  C28 1.090
39 H 0.16515 3.71952 4.96770  C28 1.090
40 H 2.03531 2.86473 6.40407  C29 1.090
41 H 0.82810 2.86796 7.81558  C29 1.090
42 H 0.35660 5.16195 7.80908  C30 1.090
43 H 1.19124 5.47468 6.35748  C30 1.090
44 H 3.41821 4.54495 9.89116  C32 1.090
45 H 3.11351 3.11388 9.04310  C32 1.090
46 H 1.88826 3.98805 9.98007  C32 1.090
47 H 1.71667 6.36493 9.58758  C33 1.090
48 H 1.87028 7.27894 8.08140  C33 1.090
49 H 3.78690 6.72636 10.24553  C34 1.090
50 H 3.74106 8.03514 8.90644  C34 1.090
51 H 5.18847 5.34171 9.00291  C35 1.090
52 H 5.55650 6.45972 7.80776  C35 1.090
53 H 4.11312 4.40222 6.84996  C36 1.090
54 H 3.53664 5.95344 6.40045  C36 1.090
55 C -4.55994 -5.81228 -0.21033  C56 1.470, H64 1.090, H65 1.090, H66 1.090
56 C -3.24880 -5.15059 -0.28405  C55 1.470, C57 1.580, H67 1.090, H68 1.090
57 C -2.19218 -5.69434 0.75778  C56 1.580, N58 1.565, H69 1.090, H70 1.090
58 N -0.83997 -4.90713 0.72374  C57 1.565, C59 1.570, C60 1.564, C63 1.536
59 C -0.10591 -5.04163 -0.65770  N58 1.570, H71 1.090, H72 1.090, H73 1.090
60 C 0.09871 -5.28800 1.91532  N58 1.564, C61 1.498, H74 1.090, H75 1.090
61 C -0.31101 -4.50578 3.12559  C60 1.498, C62 1.514, H76 1.090, H77 1.090
62 C -1.16574 -3.33853 2.67863  C61 1.514, C63 1.566, H78 1.090, H79 1.090
63 C -0.96538 -3.43083 1.12820  N58 1.536, C62 1.566, H80 1.090, H81 1.090
64 H -5.21614 -5.67915 0.64977  C55 1.090
65 H -4.56740 -6.88340 -0.41219  C55 1.090
66 H -5.07363 -5.37091 -1.06439  C55 1.090
67 H -3.38290 -4.07681 -0.15322  C56 1.090
68 H -2.75090 -5.16762 -1.25354  C56 1.090
69 H -1.81888 -6.71084 0.63342  C57 1.090
70 H -2.44412 -5.54044 1.80704  C57 1.090
71 H -0.06487 -6.08944 -0.95523  C59 1.090
72 H 0.94706 -4.81924 -0.48480  C59 1.090
73 H -0.67505 -4.41978 -1.34870  C59 1.090
74 H 1.07747 -4.89169 1.64500  C60 1.090
75 H 0.31444 -6.35490 1.97262  C60 1.090
76 H 0.55047 -4.11285 3.66557  C61 1.090
77 H -0.82345 -5.08254 3.89556  C61 1.090
78 H -0.68965 -2.40620 2.98227  C62 1.090
79 H -2.21405 -3.32663 2.97698  C62 1.090
80 H -0.08048 -2.92882 0.73700  C63 1.090
81 H -1.72866 -3.07428 0.43655  C63 1.090
82 C 1.86498 10.09653 -0.61446  C83 1.520, H91 1.090, H92 1.090, H93 1.090
83 C 2.69505 9.14022 -1.45540  C82 1.520, C84 1.587, H94 1.090, H95 1.090
84 C 2.14437 7.65588 -1.57187  C83 1.587, N85 1.507, H96 1.090, H97 1.090
85 N 3.09354 6.69783 -2.24365  C84 1.507, C86 1.574, C87 1.581, C90 1.556
86 C 3.60106 7.33156 -3.59180  N85 1.574, H98 1.090, H99 1.090, H100 1.090
87 C 4.36673 6.34490 -1.37454  N85 1.581, C88 1.513, H101 1.090, H102 1.090
88 C 4.75941 5.01731 -1.98469  C87 1.513, C89 1.526, H103 1.090, H104 1.090
89 C 3.70220 4.43513 -2.91904  C88 1.526, C90 1.536, H105 1.090, H106 1.090
90 C 2.48286 5.30703 -2.58307  N85 1.556, C89 1.536, H107 1.090, H108 1.090
91 H 2.35225 11.05861 -0.45612  C82 1.090
92 H 1.74294 9.74107 0.40870  C82 1.090
93 H 0.87274 10.26976 -1.03106  C82 1.090
94 H 3.70415 9.12081 -1.04377  C83 1.090
95 H 2.73773 9.52530 -2.47422  C83 1.090
96 H 1.17895 7.66140 -2.07787  C84 1.090
97 H 2.04546 7.27937 -0.55376  C84 1.090
98 H 2.62049 7.47804 -4.04470  C86 1.090
99 H 4.18833 6.59337 -4.13797  C86 1.090
100 H 4.15706 8.26663 -3.52388  C86 1.090
101 H 5.11292 7.13729 -1.31608  C87 1.090
102 H 3.85882 6.25539 -0.41427  C87 1.090
103 H 5.67690 5.13652 -2.56099  C88 1.090
104 H 5.16592 4.37333 -1.20486  C88 1.090
105 H 3.91988 4.61300 -3.97216  C89 1.090
106 H 3.52156 3.39094 -2.66381  C89 1.090
107 H 1.77390 5.38028 -3.40775  C90 1.090
108 H 2.08934 4.92305 -1.64190  C90 1.090
109 C -2.97162 0.36210 5.20325  C110 1.557, H119 1.090, H120 1.090, H121 1.090
110 C -2.61766 -0.33185 6.55132  C109 1.557, C111 1.522, H122 1.090, H123 1.090
111 C -1.19056 -0.05067 7.00083  C110 1.522, N112 1.615, H124 1.090, H125 1.090
112 N -0.65562 -0.93794 8.23937  C111 1.615, C113 1.556, C117 1.574, C118 1.595
113 C -0.69294 -2.46487 7.94481  N112 1.556, C114 1.560, H126 1.090, H127 1.090
114 C 0.06756 -3.28909 9.02954  C113 1.560, C115 1.594, H128 1.090, H129 1.090
115 C 1.43903 -2.58898 9.44041  C114 1.594, C116 1.531, H130 1.090, H131 1.090
116 C 1.43222 -1.09146 9.76100  C115 1.531, C117 1.532, H132 1.090, H133 1.090
117 C 0.77113 -0.36807 8.58315  N112 1.574, C116 1.532, H134 1.090, H135 1.090
118 C -1.65307 -0.68544 9.45825  N112 1.595, H136 1.090, H137 1.090, H138 1.090
119 H -2.91873 1.44960 5.25466  C109 1.090
120 H -3.97384 0.04576 4.91413  C109 1.090
121 H -2.27353 0.01066 4.44347  C109 1.090
122 H -2.74671 -1.38142 6.28704  C110 1.090
123 H -3.36682 -0.14656 7.32108  C110 1.090
124 H -0.87375 0.96257 7.24796  C111 1.090
125 H -0.55928 -0.25052 6.13500  C111 1.090
126 H -0.06923 -2.41285 7.05241  C113 1.090
127 H -1.74062 -2.71567 7.77880  C113 1.090
128 H 0.20131 -4.30123 8.64772  C114 1.090
129 H -0.64517 -3.46406 9.83546  C114 1.090
130 H 2.08160 -2.77564 8.57997  C115 1.090
131 H 1.90351 -3.08021 10.29543  C115 1.090
132 H 2.44798 -0.88529 10.09838  C116 1.090
133 H 0.73455 -0.94674 10.58588  C116 1.090
134 H 1.36242 -0.46536 7.67265  C117 1.090
135 H 0.58246 0.65929 8.89469  C117 1.090
136 H -1.33054 -1.02378 10.44293  C118 1.090
137 H -2.50625 -1.34071 9.28271  C118 1.090
138 H -1.85598 0.38549 9.46377  C118 1.090
139 C -2.86197 3.81740 -12.27122  C140 1.540, H149 1.090, H150 1.090, H151 1.090
140 C -2.76686 4.16469 -10.77387  C139 1.540, C141 1.619, H152 1.090, H153 1.090
141 C -2.10704 2.95409 -9.92609  C140 1.619, N142 1.570, H154 1.090, H155 1.090
142 N -2.19282 3.20351 -8.37821  C141 1.570, C143 1.564, C147 1.543, C148 1.601
143 C -1.22787 2.11142 -7.81179  N142 1.564, C144 1.551, H156 1.090, H157 1.090
144 C -1.34667 1.96187 -6.27214  C143 1.551, C145 1.507, H158 1.090, H159 1.090
145 C -2.77966 1.69066 -5.89181  C144 1.507, C146 1.575, H160 1.090, H161 1.090
146 C -3.72765 2.87287 -6.31930  C145 1.575, C147 1.554, H162 1.090, H163 1.090
147 C -3.63680 3.02303 -7.86372  N142 1.543, C146 1.554, H164 1.090, H165 1.090
148 C -1.65859 4.64525 -7.93195  N142 1.601, H166 1.090, H167 1.090, H168 1.090
149 H -3.53752 2.96650 -12.35897  C139 1.090
150 H -1.99025 3.40652 -12.78051  C139 1.090
151 H -3.17015 4.63337 -12.92491  C139 1.090
152 H -3.75019 4.42564 -10.38263  C140 1.090
153 H -2.18208 5.07908 -10.87404  C140 1.090
154 H -1.03951 2.85985 -10.12504  C141 1.090
155 H -2.70454 2.05783 -10.09286  C141 1.090
156 H -1.73219 1.17360 -8.04470  C143 1.090
157 H -0.24861 2.24280 -8.27210  C143 1.090
158 H -0.69087 1.23141 -5.79836  C144 1.090
159 H -1.16715 2.88884 -5.72754  C144 1.090
160 H -3.09151 0.83223 -6.48675  C145 1.090
161 H -2.90329 1.42269 -4.84252  C145 1.090
162 H -4.77404 2.57276 -6.26348  C146 1.090
163 H -3.65272 3.81424 -5.77495  C146 1.090
164 H -4.09112 2.13132 -8.29563  C147 1.090
165 H -4.27794 3.79541 -8.28854  C147 1.090
166 H -1.61842 4.78890 -6.85220  C148 1.090
167 H -2.41738 5.25739 -8.41942  C148 1.090
168 H -0.64415 4.88304 -8.25202  C148 1.090
169 C -1.13293 -5.55501 -4.30970  C170 1.518, H179 1.090, H180 1.090, H181 1.090
170 C -0.08649 -4.77244 -5.08304  C169 1.518, C171 1.620, H182 1.090, H183 1.090
171 C -0.80462 -3.57872 -5.91024  C170 1.620, N172 1.569, H184 1.090, H185 1.090
172 N 0.02418 -2.48174 -6.66593  C171 1.569, C173 1.560, C177 1.515, C178 1.573
173 C -0.81246 -1.70145 -7.72584  N172 1.560, C174 1.526, H186 1.090, H187 1.090
174 C -0.98462 -2.52159 -9.00145  C173 1.526, C175 1.533, H188 1.090, H189 1.090
175 C 0.32825 -3.12906 -9.51031  C174 1.533, C176 1.523, H190 1.090, H191 1.090
176 C 1.02871 -3.93746 -8.42614  C175 1.523, C177 1.552, H192 1.090, H193 1.090
177 C 1.32444 -3.07161 -7.17302  N172 1.515, C176 1.552, H194 1.090, H195 1.090
178 C 0.46680 -1.44311 -5.57134  N172 1.573, H196 1.090, H197 1.090, H198 1.090
179 H -1.38947 -4.95444 -3.43700  C169 1.090
180 H -0.94397 -6.50680 -3.81322  C169 1.090
181 H -2.00911 -5.65007 -4.95107  C169 1.090
182 H 0.41150 -5.38689 -5.83308  C170 1.090
183 H 0.54033 -4.54354 -4.22118  C170 1.090
184 H -1.57605 -3.06167 -5.33958  C171 1.090
185 H -1.37905 -4.19401 -6.60274  C171 1.090
186 H -1.81223 -1.48724 -7.34813  C173 1.090
187 H -0.20386 -0.81805 -7.91902  C173 1.090
188 H -1.79926 -3.20763 -8.76945  C174 1.090
189 H -1.30427 -1.85166 -9.79965  C174 1.090
190 H 0.04764 -3.83194 -10.29473  C175 1.090
191 H 0.98772 -2.36197 -9.91623  C175 1.090
192 H 0.43566 -4.76049 -8.02739  C176 1.090
193 H 1.96771 -4.18617 -8.92062  C176 1.090
194 H 1.83306 -3.63110 -6.38792  C177 1.090
195 H 1.88598 -2.15675 -7.36225  C177 1.090
196 H -0.49235 -1.19053 -5.11930  C178 1.090
197 H 1.04482 -0.60702 -5.96497  C178 1.090
198 H 1.18375 -1.92500 -4.90661  C178 1.090
199 C -4.97156 1.44450 1.81245  C200 1.594, H209 1.090, H210 1.090, H211 1.090
200 C -5.42058 0.05287 2.44664  C199 1.594, C201 1.484, H212 1.090, H213 1.090
201 C -6.51426 -0.70156 1.78532  C200 1.484, N202 1.592, H214 1.090, H215 1.090
202 N -6.68718 -2.22091 2.22717  C201 1.592, C203 1.577, C207 1.504, C208 1.558
203 C -6.96380 -2.23835 3.77934  N202 1.577, C204 1.457, H216 1.090, H217 1.090
204 C -7.44420 -3.56337 4.14841  C203 1.457, C205 1.519, H218 1.090, H219 1.090
205 C -8.57683 -4.13521 3.31262  C204 1.519, C206 1.551, H220 1.090, H221 1.090
206 C -8.26456 -4.06753 1.79538  C205 1.551, C207 1.518, H222 1.090, H223 1.090
207 C -7.77625 -2.71296 1.31422  N202 1.504, C206 1.518, H224 1.090, H225 1.090
208 C -5.30765 -2.86714 1.90033  N202 1.558, H226 1.090, H227 1.090, H228 1.090
209 H -4.39350 2.19427 2.35263  C199 1.090
210 H -5.84844 2.00169 1.48273  C199 1.090
211 H -4.45686 1.26674 0.86821  C199 1.090
212 H -5.84391 0.21960 3.43715  C200 1.090
213 H -4.55737 -0.60261 2.56204  C200 1.090
214 H -6.28550 -0.68752 0.71969  C201 1.090
215 H -7.48068 -0.22055 1.93618  C201 1.090
216 H -7.66774 -1.47060 4.10048  C203 1.090
217 H -6.05567 -2.03298 4.34611  C203 1.090
218 H -7.79383 -3.64431 5.17764  C204 1.090
219 H -6.63258 -4.28161 4.03215  C204 1.090
220 H -9.40422 -3.45947 3.52920  C205 1.090
221 H -8.87854 -5.14775 3.58063  C205 1.090
222 H -9.21516 -4.29651 1.31367  C206 1.090
223 H -7.60559 -4.89596 1.53547  C206 1.090
224 H -8.52028 -1.98688 1.64183  C207 1.090
225 H -7.45765 -2.74489 0.27231  C207 1.090
226 H -5.42657 -3.94998 1.93815  C208 1.090
227 H -4.56904 -2.55035 2.63667  C208 1.090
228 H -5.04353 -2.45740 0.92542  C208 1.090
229 C 2.65338 -1.77992 -1.54078  C230 1.564, H239 1.090, H240 1.090, H241 1.090
230 C 2.03044 -0.40545 -1.95341  C229 1.564, C231 1.511, H242 1.090, H243 1.090
231 C 0.86931 -0.21703 -1.00540  C230 1.511, N232 1.636, H244 1.090, H245 1.090
232 N 0.17208 1.26054 -1.09219  C231 1.636, C233 1.551, C237 1.602, C238 1.560
233 C -1.30428 1.15601 -0.62895  N232 1.551, C234 1.521, H246 1.090, H247 1.090
234 C -1.43104 0.62007 0.78901  C233 1.521, C235 1.670, H248 1.090, H249 1.090
235 C -0.69011 1.70999 1.81502  C234 1.670, C236 1.550, H250 1.090, H251 1.090
236 C 0.79433 1.96492 1.44959  C235 1.550, C237 1.612, H252 1.090, H253 1.090
237 C 0.94452 2.27659 -0.12470  N232 1.602, C236 1.612, H254 1.090, H255 1.090
238 C 0.26768 1.87645 -2.52212  N232 1.560, H256 1.090, H257 1.090, H258 1.090
239 H 2.84637 -1.79033 -0.46805  C229 1.090
240 H 3.56005 -1.77096 -2.14573  C229 1.090
241 H 1.88365 -2.53253 -1.71166  C229 1.090
242 H 1.90455 -0.44511 -3.03539  C230 1.090
243 H 2.90183 0.24430 -1.87214  C230 1.090
244 H 1.20163 -0.32217 0.02737  C231 1.090
245 H 0.02896 -0.87638 -1.22263  C231 1.090
246 H -1.87275 0.65238 -1.41080  C233 1.090
247 H -1.47987 2.22727 -0.53054  C233 1.090
248 H -0.94557 -0.35576 0.80187  C234 1.090
249 H -2.49600 0.55867 1.01306  C234 1.090
250 H -0.73605 1.35807 2.84563  C235 1.090
251 H -1.21187 2.66699 1.82000  C235 1.090
252 H 1.42929 1.17263 1.84608  C236 1.090
253 H 1.14048 2.84517 1.99129  C236 1.090
254 H 2.01101 2.15492 -0.31420  C237 1.090
255 H 0.54836 3.24358 -0.43467  C237 1.090
256 H 1.35155 1.98153 -2.57008  C238 1.090
257 H -0.15364 2.87603 -2.41522  C238 1.090
258 H -0.30099 1.26675 -3.22425  C238 1.090
259 C 4.44769 2.45835 -6.40026  F260 1.344, F261 1.309, F262 1.319, S263 2.014
260 F 5.03598 1.32433 -6.81893  C259 1.344
261 F 5.07945 2.96504 -5.37230  C259 1.309
262 F 4.61359 3.32434 -7.38145  C259 1.319
263 S 2.48676 2.18201 -6.03266  C259 2.014, O264 1.469, O265 1.450, O266 1.469
264 O 2.40196 1.27639 -4.87969  S263 1.469
265 O 1.99256 3.53709 -5.88758  S263 1.450
266 O 1.94633 1.51854 -7.22623  S263 1.469
267 C 2.09048 -0.56244 4.57512  F268 1.275, F269 1.336, F270 1.340, S271 1.969
268 F 3.11386 -0.18742 5.23625  C267 1.275
269 F 1.38742 -1.40742 5.33417  C267 1.336
270 F 1.32605 0.51049 4.32841  C267 1.340
271 S 2.55584 -1.45218 2.88165  C267 1.969, O272 1.493, O273 1.440, O274 1.438
272 O 2.92881 -2.86865 3.17204  S271 1.493
273 O 1.32381 -1.33368 2.14645  S271 1.440
274 O 3.70430 -0.72783 2.40733  S271 1.438
275 C -5.08266 -0.82224 -2.30684  F276 1.332, F277 1.270, F278 1.306, S279 1.939
276 F -4.87900 0.39169 -1.79681  C275 1.332
277 F -5.64830 -1.55763 -1.43953  C275 1.270
278 F -5.80253 -0.76162 -3.39492  C275 1.306
279 S -3.35949 -1.64551 -2.64158  C275 1.939, O280 1.456, O281 1.464, O282 1.446
280 O -2.58469 -0.79538 -3.53451  S279 1.456
281 O -2.78644 -1.77128 -1.30038  S279 1.464
282 O -3.72097 -2.91896 -3.22444  S279 1.446

Atom charges from the Löwdin analysis, given in e for atoms 1 to 99: -0.0937, -0.2457, -0.0708, -0.2300, 0.0072, -0.0446, -0.1738, -0.1457, -0.0681, 0.0795, 0.0940, 0.0657, 0.1172, 0.0875, 0.1280, 0.1488, 0.1060, 0.1197, 0.1079, 0.1181, 0.1066, 0.1188, 0.0793, 0.1283, 0.1122, 0.1366, 0.1479, -0.1104, -0.1936, -0.0757, -0.2300, 0.0335, -0.0997, -0.0806, -0.1341, -0.0785, 0.0798, 0.0340, 0.0766, 0.1050, 0.0784, 0.1348, 0.1238, 0.0883, 0.1106, 0.1163, 0.1318, 0.1386, 0.1212, 0.1271, 0.1154, 0.1261, 0.1299, 0.1342, -0.0878, -0.2213, -0.0312, -0.2177, 0.0506, -0.0885, -0.1609, -0.1183, -0.1044, 0.0616, 0.0983, 0.0946, 0.0748, 0.1000, 0.1386, 0.1257, 0.1099, 0.0899, 0.0831, 0.1126, 0.1460, 0.1090, 0.1242, 0.0879, 0.0993, 0.1084, 0.0870, -0.0842, -0.2142, -0.1140, -0.2405, 0.0672, -0.0435, -0.1561, -0.1617, -0.0831, 0.0951, 0.0769, 0.0870, 0.1116, 0.1041, 0.1377, 0.1215, 0.1117, 0.0984